[1]
Below is an isolated molecule of CH3N5 in a non-equilibrium geometry, with properties calculated with wB97M-V/def2-TZVPD.

Geometry as XYZ:
```
9
Properties=species:S:1:pos:R:3:forces:R:3:nbo_charge:R:1
N 1.52908 -0.04356 0.07193 -0.7 -2.8 0.9 -0.860
C 0.13300 -0.17506 -0.13592 -1.8 -0.6 -0.1 0.441
N -0.70204 -1.25735 -0.07067 1.6 2.0 -0.6 -0.326
N -1.94466 -0.74013 -0.01966 0.7 2.0 0.6 -0.046
N -1.92066 0.57657 0.05932 0.2 -0.8 -0.9 -0.074
N -0.61387 0.94130 -0.11498 -0.1 -2.4 0.5 -0.380
H 2.09399 -0.20462 -0.80884 -0.8 -0.3 1.7 0.406
H 1.53321 -0.84509 0.83695 1.6 1.8 -2.3 0.412
H -0.10805 1.74795 0.18185 -0.7 1.2 0.1 0.429
```
Forces are in eV/Å.

Summary:
HOMO-LUMO gap ... 10.808 eV
SMILES ... Nc1nnn[nH]1
Charge ... 0
2S+1 ... 1
HOMO level ... -10.26 eV

***

[2]
Below is an isolated molecule of C4H10N2 in a non-equilibrium geometry, with properties calculated with wB97M-V/def2-TZVPD.

Geometry as XYZ:
```
16
Properties=species:S:1:pos:R:3:forces:R:3:mulliken_spin:R:1
C -0.97903 0.12988 0.06985 4.4 -4.4 -1.1 0.726
C 1.40555 -0.89171 0.17568 0.6 0.7 -1.3 -0.013
C -1.57505 -1.22060 0.02860 -0.4 -1.7 0.9 -0.094
C 1.08513 1.55971 -0.29540 0.5 -2.0 1.0 -0.009
N -1.95853 1.04628 0.13617 -1.6 3.5 0.4 0.824
N 0.53891 0.24893 0.00333 -3.7 0.1 0.8 0.409
H 0.89654 -1.86779 0.10813 0.3 0.8 0.2 -0.003
H 2.01519 -0.76622 1.06340 -0.1 -0.3 0.6 0.019
H 2.16173 -0.78305 -0.63668 -0.4 -0.5 0.2 0.017
H -1.91637 -1.51893 1.07159 0.6 -0.2 -0.7 0.078
H -1.05250 -2.07166 -0.45710 0.2 0.6 0.6 0.006
H -2.54642 -1.26496 -0.46859 0.0 0.7 -0.4 0.028
H 1.59590 1.42363 -1.25414 -0.1 0.9 -0.1 0.008
H 0.17424 2.11061 -0.25721 0.1 1.4 -0.6 0.006
H 1.79282 1.86512 0.50744 -0.3 0.0 -0.6 0.013
H -1.63809 2.00075 0.20492 0.1 0.5 0.0 -0.016
```
Forces are in eV/Å.

Summary:
HOMO-LUMO gap (spin up / spin down) ... 5.303 / 7.409 eV
Charge ... 0
2S+1 ... 3
HOMO level (spin up / spin down) ... -4.48 / -9.15 eV

***

[3]
Below is a 2-piece molecular cluster, C4H12N2O overall in a non-equilibrium geometry, with properties calculated with wB97M-V/def2-TZVPD.

Geometry as XYZ:
```
19
Properties=species:S:1:pos:R:3:forces:R:3:nbo_charge:R:1
C -0.44281 1.72297 1.07760 -1.5 -1.9 -1.2 -0.044
N -0.01065 1.66553 -0.12927 0.7 0.1 2.7 -0.425
C -0.08307 0.38435 -0.83478 -1.5 -1.2 -0.5 -0.266
C -1.43581 -0.50774 -0.57143 1.4 3.5 0.6 -0.431
C -1.10577 -1.50673 0.50597 -0.8 -2.4 -1.2 -0.233
N -0.16661 -2.58232 -0.09165 -1.0 -1.4 1.0 -0.874
H -0.37340 2.56523 1.76616 0.2 0.2 -0.6 0.186
H -1.10707 0.85298 1.42832 1.1 1.3 0.1 0.131
H 0.00841 0.77173 -1.84686 -0.1 -0.9 -0.5 0.209
H 0.75415 -0.38431 -0.64922 -1.0 1.5 -0.1 0.202
H -1.73320 -0.97814 -1.47591 -0.2 -0.5 -0.8 0.224
H -2.24877 0.26164 -0.28817 1.0 -1.4 -0.3 0.208
H -2.10241 -1.85600 0.92360 1.4 -0.2 -0.1 0.191
H -0.47649 -1.10655 1.25325 0.1 0.8 1.1 0.189
H 0.58148 -2.78280 0.61559 -1.1 0.1 -0.9 0.362
H -0.62684 -3.53970 -0.31097 0.8 2.4 0.6 0.372
O 2.80064 1.22486 -0.04026 1.1 -2.8 1.1 -0.933
H 2.30845 1.85151 -0.50181 -1.5 1.8 -1.1 0.473
H 2.25616 0.40599 -0.10962 0.8 1.1 0.1 0.460
```
Forces are in eV/Å.

Summary:
HOMO-LUMO gap ... 10.211 eV
SMILES ... C=NCCCN.O
Charge ... 0
2S+1 ... 1
HOMO level ... -9.50 eV

***

So what do the calculations give for calculated total energy? Going down the list: -8534.01588; -7284.56997; -9368.07223 eV.
So what do the calculations give for energy above the lowest of the compared OMol25 structures with the same formula, charge and spin? Going down the list: 24.9; 8.4; 72.0 kcal per mole.